# 1
C2F8N2O8S4Sn | the ωB97M-V functional and the def2-TZVPD basis

Results
HOMO-LUMO gap   0.215 Eh
Total charge   0
E_LUMO   -5.233 eV

Structure (XYZ):
```
25
Properties=species:S:1:pos:R:3:mulliken_charge:R:1
Sn 1.78348 -0.82986 0.86031 1.574
N 0.91456 -2.76344 -0.99202 -0.174
S -0.56518 -2.82109 -1.47674 1.036
O -1.50080 -3.56069 -0.68500 -0.541
O -0.93969 -2.76620 -2.84274 -0.519
F -0.87400 -1.27033 -1.00927 -0.183
S 1.11814 -4.30809 -1.56874 0.922
O 1.21967 -4.64325 -2.96033 -0.497
O 0.68997 -5.38267 -0.74367 -0.509
F 2.74846 -4.19841 -1.26653 -0.347
C 1.32121 3.67394 -0.36248 0.683
F 2.51494 3.22491 0.08236 -0.246
F 0.81327 4.54025 0.49475 -0.177
F 1.54077 4.26932 -1.50593 -0.193
S 0.07389 2.21832 -0.75938 0.929
O -1.18834 2.73943 -1.24050 -0.546
O 0.78787 1.36770 -1.68201 -0.625
N -0.09904 1.27283 0.68666 -0.231
S -1.37609 1.80704 1.33527 0.901
O -1.21264 3.21546 1.66054 -0.591
O -2.59119 1.29290 0.72700 -0.586
C -1.36445 0.92933 3.01042 0.581
F -1.79206 -0.31361 2.88934 -0.206
F -0.03087 0.77097 3.34610 -0.274
F -1.99190 1.53526 4.00261 -0.181
```

# 2
C6H12N4O2S | the ωB97M-V functional and the def2-TZVPD basis

Results
HOMO-LUMO gap (alpha / beta)   0.222 / 0.264 Eh
Total charge   0
2S+1   3
E_LUMO (alpha / beta)   0.451 / -2.027 eV

Structure (XYZ):
```
25
Properties=species:S:1:pos:R:3:mulliken_charge:R:1
C 0.11216 0.91826 -0.50179 0.356
C 2.04922 1.68645 0.70213 0.201
C -2.51023 -0.14272 -0.48152 -0.295
C -1.52101 0.05721 0.71849 -0.794
C -1.71488 0.11060 -1.75842 -0.540
C 1.16225 1.82245 -0.35222 -0.856
N -0.14675 -0.05783 0.40508 0.207
N 2.99416 2.48984 0.92568 -0.720
N 0.95348 -1.74229 -1.30850 -0.706
N 1.33780 -1.96120 1.41262 -0.362
O -0.81467 -2.60082 0.22273 -0.661
O -0.71407 1.14889 -1.58737 -0.448
S 0.35480 -1.76999 0.06885 0.936
H 1.75897 0.77829 1.40428 0.256
H -2.71669 -1.28512 -0.46711 0.271
H -3.31559 0.56531 -0.25323 0.299
H -1.76256 1.03122 1.17557 0.502
H -1.89919 -0.56356 1.58765 0.273
H -1.09978 -0.71497 -2.15359 0.265
H -2.19837 0.42912 -2.61888 0.437
H 1.14363 2.71771 -0.90110 0.404
H 3.46187 2.35671 1.79170 0.257
H 1.70032 -1.07055 -1.50560 0.289
H 1.05535 -2.38820 2.23829 0.205
H 2.32979 -1.81480 1.23626 0.226
```

# 3
C22H23GeN6Sn | the ωB97M-V functional and the def2-TZVPD basis

Results
HOMO-LUMO gap   0.252 Eh
Total charge   +1
E_LUMO   -4.196 eV

Structure (XYZ):
```
53
Properties=species:S:1:pos:R:3:mulliken_charge:R:1
Sn 0.40786 0.28668 0.09178 0.590
C -2.29197 3.97127 -0.93473 -0.283
C -1.21492 3.16011 -0.61384 -0.587
N -1.40454 1.89935 -0.25268 0.116
C -2.64825 1.42784 -0.17668 0.147
C -3.71301 2.24155 -0.54383 -0.103
N -3.53564 3.50427 -0.92047 -0.588
C -2.80571 0.03860 0.33989 0.018
C -4.05560 -0.52301 0.53263 -0.519
C -4.16761 -1.82779 0.99384 0.616
C -2.99322 -2.51756 1.25570 -0.487
C -1.76957 -1.90137 1.06307 0.332
N -1.67676 -0.63731 0.61717 -0.055
C -0.48873 -2.61295 1.32868 -0.016
C -0.40934 -3.85973 1.93833 -0.124
N 0.75359 -4.46312 2.15828 -0.572
C 1.85658 -3.82303 1.78070 -0.381
C 1.79722 -2.57295 1.18680 -0.256
N 0.62753 -1.98769 0.96033 -0.012
C -5.49468 -2.46435 1.19071 0.335
C -5.70902 -3.78941 0.83543 -0.510
C -6.96752 -4.33672 1.03320 -0.420
N -7.98753 -3.66050 1.56000 -0.570
C -7.77242 -2.39123 1.90361 -0.411
C -6.55429 -1.74995 1.73467 -0.496
H -2.14907 5.00684 -1.21644 0.430
H -0.19071 3.51529 -0.66140 0.509
H -4.73219 1.87866 -0.55327 0.438
H -4.95031 0.03689 0.30305 0.553
H -3.04460 -3.53361 1.61747 0.472
H -1.29314 -4.39025 2.26971 0.430
H 2.80540 -4.31300 1.96089 0.402
H 2.68971 -2.03241 0.89071 0.416
H -4.92372 -4.38268 0.38176 0.469
H -7.16584 -5.36570 0.75340 0.370
H -8.61354 -1.86114 2.33711 0.370
H -6.43347 -0.72115 2.05305 0.476
C 0.53302 -0.56387 -5.02463 -1.157
Ge 0.55463 0.55605 -3.43137 0.539
C -0.72692 2.01133 -3.67602 -1.131
C 2.34632 1.26716 -3.11890 -1.165
C 0.06272 -0.54482 -1.88759 -1.296
H 0.81689 0.02286 -5.90122 0.360
H -0.46361 -0.97572 -5.19280 0.370
H 1.23895 -1.39062 -4.92053 0.357
H -0.62115 2.41415 -4.68540 0.450
H -0.56187 2.83138 -2.97339 0.298
H -1.75212 1.64828 -3.56387 0.310
H 2.65156 1.94136 -3.92122 0.374
H 3.06713 0.44762 -3.06983 0.344
H 2.39082 1.81990 -2.17642 0.351
H 0.67815 -1.45047 -1.93478 0.528
H -0.98182 -0.85836 -1.97648 0.370
```

# 4
C6H10O | the ωB97M-V functional and the def2-TZVPD basis

Results
HOMO-LUMO gap   0.354 Eh
SMILES   O[C@@H]1C=CCCC1
Total charge   0
E_LUMO   0.782 eV
Energy relative to the best compared isomer or geometry (same formula, charge and spin)   40.02 kcal per mole

Structure (XYZ):
```
17
Properties=species:S:1:pos:R:3:mulliken_charge:R:1
O 1.05544 -0.40216 1.53661 -0.652
C 1.21471 -0.38649 -0.17956 -0.146
C 1.03014 0.98651 -0.65593 -0.527
C -0.16537 1.55611 -0.42475 -0.178
C -1.17371 0.73576 0.21198 -0.565
C -1.25763 -0.73394 -0.12940 -0.574
C 0.09633 -1.36283 -0.44478 -0.605
H 1.45906 0.41512 1.86635 0.305
H 2.21936 -0.77966 -0.34244 0.399
H 1.89321 1.58783 -0.91121 0.324
H -0.33694 2.62750 -0.48539 0.344
H -2.17149 1.18472 0.26157 0.398
H -0.56161 0.58053 1.27728 0.272
H -1.73615 -1.24009 0.71757 0.236
H -1.93809 -0.84699 -0.96973 0.349
H 0.25672 -2.25674 0.16598 0.302
H 0.11602 -1.66520 -1.49416 0.318
```

# 5
C4H6OS | the ωB97M-V functional and the def2-TZVPD basis

Results
HOMO-LUMO gap   0.385 Eh
SMILES   C/C=C/SC=O
Total charge   0
E_LUMO   0.884 eV
Energy relative to the best compared isomer or geometry (same formula, charge and spin)   44.49 kcal per mole

Structure (XYZ):
```
12
Properties=species:S:1:pos:R:3:mulliken_charge:R:1
C 0.25603 -1.13551 1.46922 -1.253
C 0.31893 -0.63809 0.10226 -0.045
C -0.73453 -0.49073 -0.65747 -0.182
S -0.57208 0.47762 -2.19332 -0.129
C 0.03549 1.82798 -1.43802 0.108
O 0.23151 2.10049 -0.28864 -0.436
H 0.76986 -2.01069 1.60265 0.373
H -0.74200 -1.50611 1.75392 0.336
H 0.47834 -0.25552 2.15804 0.252
H 1.37947 -0.46337 -0.06789 0.317
H -1.71362 -0.61441 -0.28873 0.386
H 0.29260 2.70835 -2.15201 0.273
```

# 6
C23H29IrN6O2PSi | the ωB97M-V functional and the def2-TZVPD basis

Results
HOMO-LUMO gap (alpha / beta)   0.215 / 0.214 Eh
Total charge   +3
E_LUMO (alpha / beta)   -11.136 / -11.148 eV
Energy relative to the best compared isomer or geometry (same formula, charge and spin)   31.29 kcal per mole

Structure (XYZ):
```
63
Properties=species:S:1:pos:R:3:mulliken_charge:R:1
Ir -0.30515 -0.62141 -0.12070 0.343
O -6.81030 0.71689 2.46326 -0.568
N -6.42713 1.59366 1.72172 1.006
O -7.03237 2.58005 1.40015 -0.533
C -5.04629 1.45470 1.17783 -0.205
C -4.47301 2.58071 0.71082 -0.680
C -3.13268 2.56040 0.20336 0.838
C -2.49233 3.68315 -0.35474 -0.570
C -1.20519 3.56203 -0.82955 -1.088
C -0.55062 2.33538 -0.72054 -0.204
N -1.14134 1.27152 -0.18763 -0.201
C -2.42599 1.36383 0.24895 -0.132
C -3.04377 0.18777 0.72159 0.719
N -2.27887 -0.92716 0.67087 -0.646
C -2.78796 -2.09281 1.04895 -0.172
C -4.10668 -2.19753 1.48922 -0.829
C -4.89554 -1.07221 1.55363 -0.428
C -4.35971 0.18474 1.17537 0.321
H -5.03225 3.50788 0.72243 0.599
H -3.01937 4.62806 -0.41514 0.529
H -0.69471 4.39762 -1.28761 0.488
H 0.45930 2.20116 -1.08521 0.701
H -2.14286 -2.96059 0.98747 0.504
H -4.49913 -3.16536 1.76823 0.467
H -5.91762 -1.14375 1.89303 0.610
C -0.28348 -3.49845 -5.20729 -0.930
Si 1.19810 -2.60448 -4.52387 0.075
C 2.77051 -3.56281 -4.30407 -0.917
C 1.53218 -1.18573 -5.69201 -0.923
C 0.70336 -1.88090 -2.85089 1.275
C 0.35841 -1.42671 -1.74213 -1.135
H -0.01396 -3.90604 -6.18331 0.323
H -1.12538 -2.81688 -5.33047 0.322
H -0.59669 -4.32370 -4.56501 0.328
H 3.04213 -4.00086 -5.26654 0.320
H 2.66326 -4.37508 -3.58245 0.337
H 3.58792 -2.91956 -3.97627 0.325
H 1.79085 -1.61753 -6.66008 0.312
H 2.36356 -0.57564 -5.33498 0.319
H 0.64380 -0.56165 -5.79875 0.318
C 2.99560 0.28164 4.03380 -0.754
N 2.30186 1.51883 3.41975 0.013
C 3.31517 2.21544 2.48548 -0.751
N 3.80178 1.29683 1.52035 0.168
C 4.44464 0.14153 2.14806 -0.847
N 3.48493 -0.56220 3.00138 0.174
C 2.46443 -1.28905 2.26674 -0.886
P 1.44915 -0.06783 1.29527 1.286
C 1.06120 1.11953 2.67788 -1.076
C 2.82427 0.90607 0.51601 -0.873
H 2.26805 -0.22618 4.66480 0.385
H 3.81423 0.65390 4.64805 0.365
H 2.05036 2.16266 4.17536 0.362
H 4.12399 2.58438 3.11446 0.353
H 2.80769 3.05940 2.02093 0.381
H 5.29067 0.47356 2.74816 0.326
H 4.81057 -0.53300 1.37724 0.376
H 1.82627 -1.85226 2.94920 0.449
H 2.92319 -2.00299 1.58231 0.422
H 0.36656 0.65597 3.37996 0.499
H 0.58151 2.01032 2.27017 0.540
H 2.41828 1.78746 0.01671 0.430
H 3.30257 0.29331 -0.24966 0.441
```

# 7
C18H23N3O4 | the ωB97M-V functional and the def2-TZVPD basis

Results
HOMO-LUMO gap   0.336 Eh
SMILES   COC(=O)[C@H]1[C@H]2C[C@H]3CC[C@@H]1N3C/C2=C\c1cnc(OC)nc1OC
Total charge   0
E_LUMO   0.597 eV
Energy relative to the best compared isomer or geometry (same formula, charge and spin)   140.05 kcal per mole

Structure (XYZ):
```
48
Properties=species:S:1:pos:R:3:mulliken_charge:R:1
C 4.70371 3.52961 1.03860 -0.880
O 3.48826 2.73959 1.05586 -0.288
C 3.56835 1.54416 0.43083 -0.387
O 4.60361 1.04362 0.11287 -0.572
C 2.35251 0.68117 0.14617 0.457
C 1.14805 0.98035 0.92806 0.139
C 0.57435 2.30862 0.38161 -1.326
C 0.30813 2.10741 -1.20288 0.200
C 1.24501 2.84293 -2.14768 -1.075
C 2.48726 1.85147 -2.25725 -0.807
C 2.13008 0.59221 -1.44701 -0.262
N 0.66885 0.63768 -1.65121 -0.360
C -0.08105 -0.38688 -0.89413 -0.933
C 0.24624 -0.20806 0.58505 0.406
C -0.24998 -1.08156 1.51394 -0.964
C -1.31682 -2.01312 1.17972 0.227
C -1.04696 -3.12244 0.43447 -0.417
N -2.06450 -3.75022 -0.08350 -0.545
C -3.30558 -3.59491 0.34953 0.498
O -4.38361 -4.33504 -0.15506 -0.378
C -4.16219 -5.38755 -1.12310 -0.628
N -3.60259 -2.65705 1.17432 -0.480
C -2.68188 -1.80090 1.61409 0.720
O -3.06888 -0.77730 2.43129 -0.393
C -4.24139 -0.00699 2.03654 -0.920
H 5.51822 3.01620 1.45443 0.382
H 4.64406 4.32189 1.74490 0.322
H 5.01166 3.98605 0.10000 0.314
H 2.77449 -0.32947 0.42415 0.512
H 1.34030 1.14985 2.06515 0.698
H 1.26510 3.13134 0.40613 0.457
H -0.31432 2.49918 1.01524 0.399
H -0.75366 2.33417 -1.38872 0.439
H 1.48939 3.83705 -1.80064 0.365
H 0.77433 3.10036 -3.10728 0.367
H 3.41793 2.36088 -1.93029 0.294
H 2.55203 1.55181 -3.32173 0.410
H 2.52873 -0.32843 -1.94624 0.410
H -1.18811 -0.27836 -1.16064 0.290
H 0.29615 -1.40618 -1.30514 0.278
H -0.23164 -0.91958 2.56490 0.451
H -0.09886 -3.34420 0.06081 0.710
H -5.09464 -6.08342 -0.98041 0.224
H -4.07720 -5.01358 -2.19985 0.233
H -3.31448 -5.95420 -0.80172 0.329
H -4.45983 0.10901 0.99123 0.340
H -4.34445 1.06079 2.30305 0.321
H -5.05415 -0.53798 2.36155 0.423
```

no.,total energy (Eh),largest force on an atom (eV Å⁻¹)
1,-3393.35334,10.01
2,-1003.26200,5.02
3,-3471.70991,0.30
4,-309.77859,3.56
5,-629.37628,4.87
6,-2106.91496,1.80
7,-1164.80407,4.36